[1]
Below is a molecular structure, C4H14NOV at a distorted geometry, with properties calculated with the ωB97M-V functional and the def2-TZVPD basis.

E_LUMO (alpha / beta) = -3.6 / -3.6 eV
energy above the lowest of the compared OMol25 structures with the same formula, charge and spin = 0.0 kJ/mol
spin multiplicity = 2
expectation value of S² = 0.765
charge = +1
DFT total energy = -33591.084 eV
orbital gap (alpha / beta) = 7.66 / 7.06 eV
HOMO energy (alpha / beta) = -11.2 / -10.6 eV

Atoms and positions in Å:
C -0.788 1.208 -2.524
V -0.057 0.082 -0.063
N 1.019 -1.579 -1.070
H -0.900 1.365 0.157
H -0.117 1.398 -1.667
H -1.331 2.146 -2.697
H -1.511 0.417 -2.353
H -0.215 0.979 -3.426
H 0.796 -2.519 -0.730
H 2.039 -1.516 -1.019
H 0.810 -1.606 -2.070
C 1.102 -0.710 4.043
C 0.033 -0.070 3.195
C -1.051 0.671 3.939
O 0.030 -0.195 1.953
H 0.903 -0.576 5.110
H 2.075 -0.281 3.802
H 1.138 -1.775 3.813
H -1.067 1.740 3.722
H -2.038 0.258 3.732
H -0.870 0.563 5.007

From a natural (NBO) analysis of the wavefunction, the atomic charges in e read: atom 1 (C): -0.85, atom 2 (V): 1.13, atom 3 (N): -1.13, atom 4 (H): -0.36, atom 5 (H): 0.17, atom 6 (H): 0.27, atom 7 (H): 0.22, atom 8 (H): 0.23, atom 9 (H): 0.41, atom 10 (H): 0.41, atom 11 (H): 0.41, atom 12 (C): -0.72, atom 13 (C): 0.68, atom 14 (C): -0.73, atom 15 (O): -0.66, atom 16 (H): 0.24, atom 17 (H): 0.26, atom 18 (H): 0.26, atom 19 (H): 0.27, atom 20 (H): 0.27, atom 21 (H): 0.24

=====

[2]
Below is 2 unconnected molecules or ions with the total composition C4H14NS2 at a distorted geometry, with properties calculated with the ωB97M-V functional and the def2-TZVPD basis.

E_LUMO (alpha / beta) = -9.0 / -13.0 eV
energy above the lowest of the compared OMol25 structures with the same formula, charge and spin = 91.7 kJ/mol
spin multiplicity = 2
expectation value of S² = 0.756
charge = +2
DFT total energy = -27516.379 eV
orbital gap (alpha / beta) = 9.75 / 5.82 eV
HOMO energy (alpha / beta) = -18.8 / -18.8 eV

Atoms and positions in Å:
C 0.746 0.895 2.878
S 1.096 1.926 1.435
S 3.167 1.577 1.196
H 1.179 -0.093 2.765
H -0.341 0.712 2.902
H 1.110 1.378 3.766
H 3.707 2.390 2.098
C -0.182 -0.691 -1.714
C -1.383 -0.545 -0.751
C -2.436 -1.627 -0.985
N 0.920 0.321 -1.437
H 0.295 -1.700 -1.674
H -0.505 -0.502 -2.766
H -1.807 0.488 -0.827
H -0.955 -0.548 0.274
H -2.837 -1.572 -1.983
H -2.043 -2.633 -0.780
H -3.274 -1.421 -0.295
H 0.779 1.266 -1.885
H 1.004 0.447 -0.411
H 1.763 -0.067 -1.807

From a natural (NBO) analysis of the wavefunction, the atomic charges in e read: atom 1 (C): -0.78, atom 2 (S): 0.53, atom 3 (S): 0.18, atom 4 (H): 0.28, atom 5 (H): 0.29, atom 6 (H): 0.29, atom 7 (H): 0.22, atom 8 (C): -0.23, atom 9 (C): -0.41, atom 10 (C): -0.62, atom 11 (N): -0.69, atom 12 (H): 0.24, atom 13 (H): 0.25, atom 14 (H): 0.22, atom 15 (H): 0.17, atom 16 (H): 0.24, atom 17 (H): 0.23, atom 18 (H): 0.25, atom 19 (H): 0.46, atom 20 (H): 0.41, atom 21 (H): 0.45

=====

[3]
Below is 4 unconnected molecules or ions with the total composition C4H14O3 at a distorted geometry, with properties calculated with the ωB97M-V functional and the def2-TZVPD basis.

E_LUMO = 0.7 eV
energy above the lowest of the compared OMol25 structures with the same formula, charge and spin = 323.1 kJ/mol
DFT total energy = -10514.580 eV
orbital gap = 8.21 eV
structure (SMILES) = C/C=C/C.O.O.O
HOMO energy = -7.5 eV

Atoms and positions in Å:
C 0.922 -0.289 -2.913
C -0.177 0.330 -2.085
C -0.004 1.109 -0.965
C -0.696 2.469 -0.877
H 1.627 0.475 -3.238
H 1.438 -1.125 -2.419
H 0.458 -0.727 -3.798
H -1.200 0.241 -2.474
H 0.141 0.631 0.008
H 0.153 3.113 -0.640
H -1.167 2.665 -1.840
H -1.466 2.521 -0.112
O 1.179 -0.686 1.437
H 1.949 -0.313 0.997
H 1.488 -0.952 2.310
O 0.693 0.492 4.466
H 0.393 0.141 5.316
H -0.123 0.911 4.168
O -2.032 -3.593 1.245
H -1.674 -4.424 0.910
H -1.902 -2.990 0.506

From a natural (NBO) analysis of the wavefunction, the atomic charges in e read: atom 1 (C): -0.66, atom 2 (C): -0.17, atom 3 (C): -0.24, atom 4 (C): -0.65, atom 5 (H): 0.22, atom 6 (H): 0.22, atom 7 (H): 0.21, atom 8 (H): 0.18, atom 9 (H): 0.24, atom 10 (H): 0.23, atom 11 (H): 0.21, atom 12 (H): 0.20, atom 13 (O): -0.95, atom 14 (H): 0.47, atom 15 (H): 0.48, atom 16 (O): -0.94, atom 17 (H): 0.47, atom 18 (H): 0.47, atom 19 (O): -0.93, atom 20 (H): 0.46, atom 21 (H): 0.47

=====

[4]
Below is 3 unconnected molecules or ions with the total composition C4H14O3 at a distorted geometry, with properties calculated with the ωB97M-V functional and the def2-TZVPD basis.

E_LUMO = 0.7 eV
energy above the lowest of the compared OMol25 structures with the same formula, charge and spin = 107.5 kJ/mol
DFT total energy = -10516.816 eV
orbital gap = 10.69 eV
structure (SMILES) = CCCCO.O.O
HOMO energy = -10.0 eV

Atoms and positions in Å:
C 2.108 -0.314 0.670
C 0.751 -0.089 1.361
C -0.066 0.996 0.637
C -1.575 0.766 0.808
O -2.230 1.230 -0.381
H 2.563 -1.276 0.925
H 2.808 0.498 0.859
H 1.940 -0.406 -0.406
H 0.261 -1.035 1.593
H 0.991 0.295 2.357
H 0.132 1.923 1.179
H 0.156 1.159 -0.412
H -2.030 1.200 1.704
H -1.778 -0.305 0.917
H -3.174 1.091 -0.256
O 2.212 -0.076 -2.682
H 2.159 -0.952 -3.078
H 3.050 -0.033 -2.209
O -2.968 -1.295 -1.408
H -3.236 -2.181 -1.138
H -2.074 -1.196 -1.041

From a natural (NBO) analysis of the wavefunction, the atomic charges in e read: atom 1 (C): -0.62, atom 2 (C): -0.40, atom 3 (C): -0.44, atom 4 (C): -0.05, atom 5 (O): -0.72, atom 6 (H): 0.20, atom 7 (H): 0.20, atom 8 (H): 0.22, atom 9 (H): 0.20, atom 10 (H): 0.20, atom 11 (H): 0.21, atom 12 (H): 0.23, atom 13 (H): 0.16, atom 14 (H): 0.13, atom 15 (H): 0.47, atom 16 (O): -0.94, atom 17 (H): 0.47, atom 18 (H): 0.47, atom 19 (O): -0.94, atom 20 (H): 0.46, atom 21 (H): 0.47

=====

[5]
Below is 4 unconnected molecules or ions with the total composition C4H14O3 at a distorted geometry, with properties calculated with the ωB97M-V functional and the def2-TZVPD basis.

E_LUMO = 0.5 eV
energy above the lowest of the compared OMol25 structures with the same formula, charge and spin = 113.5 kJ/mol
DFT total energy = -10516.753 eV
orbital gap = 10.14 eV
structure (SMILES) = C=C(C)C.O.O.O
HOMO energy = -9.6 eV

Atoms and positions in Å:
C 0.708 -0.167 1.908
C -0.402 0.287 1.326
C -1.560 -0.679 1.325
C -0.568 1.703 0.878
H 1.610 0.397 1.997
H 0.836 -1.152 2.321
H -2.251 -0.405 2.125
H -1.193 -1.694 1.378
H -2.206 -0.755 0.451
H -0.499 2.437 1.687
H -1.548 1.913 0.454
H 0.206 2.042 0.185
O 2.755 -0.084 -0.545
H 2.163 -0.505 0.089
H 2.630 0.848 -0.305
O 0.585 0.192 -2.593
H 1.238 0.355 -1.902
H 0.641 0.711 -3.378
O -1.398 -1.958 -2.405
H -1.195 -1.154 -2.868
H -0.551 -2.334 -2.129

From a natural (NBO) analysis of the wavefunction, the atomic charges in e read: atom 1 (C): -0.47, atom 2 (C): 0.05, atom 3 (C): -0.65, atom 4 (C): -0.66, atom 5 (H): 0.18, atom 6 (H): 0.20, atom 7 (H): 0.22, atom 8 (H): 0.22, atom 9 (H): 0.24, atom 10 (H): 0.23, atom 11 (H): 0.23, atom 12 (H): 0.22, atom 13 (O): -0.94, atom 14 (H): 0.48, atom 15 (H): 0.46, atom 16 (O): -0.99, atom 17 (H): 0.50, atom 18 (H): 0.48, atom 19 (O): -0.95, atom 20 (H): 0.48, atom 21 (H): 0.47

=====

[6]
Below is 4 unconnected molecules or ions with the total composition C4H14O3 at a distorted geometry, with properties calculated with the ωB97M-V functional and the def2-TZVPD basis.

E_LUMO (alpha / beta) = -4.5 / -8.1 eV
energy above the lowest of the compared OMol25 structures with the same formula, charge and spin = 16.2 kJ/mol
spin multiplicity = 2
expectation value of S² = 0.752
charge = +1
DFT total energy = -10508.396 eV
orbital gap (alpha / beta) = 10.21 / 6.65 eV
HOMO energy (alpha / beta) = -14.7 / -14.7 eV

Atoms and positions in Å:
C -0.291 0.970 -1.241
C -1.063 -0.193 -1.293
C -0.355 -1.496 -1.239
C -0.883 2.315 -1.211
H 0.795 0.950 -1.235
H -2.141 -0.301 -1.247
H -1.068 -2.312 -1.140
H 0.359 -1.565 -2.063
H 0.208 -1.547 -0.296
H -1.903 2.272 -0.812
H -1.041 2.644 -2.247
H -0.316 3.029 -0.620
H 1.910 -0.877 3.107
H 0.948 -1.406 1.981
O 1.852 -1.106 2.170
H -1.333 -2.188 1.434
H -1.269 -0.664 1.812
O -0.856 -1.524 1.939
H 1.780 0.513 1.272
H 2.801 1.342 0.408
O 1.869 1.143 0.524

From a natural (NBO) analysis of the wavefunction, the atomic charges in e read: atom 1 (C): 0.14, atom 2 (C): 0.08, atom 3 (C): -0.71, atom 4 (C): -0.72, atom 5 (H): 0.27, atom 6 (H): 0.23, atom 7 (H): 0.24, atom 8 (H): 0.29, atom 9 (H): 0.30, atom 10 (H): 0.25, atom 11 (H): 0.31, atom 12 (H): 0.28, atom 13 (H): 0.49, atom 14 (H): 0.50, atom 15 (O): -0.98, atom 16 (H): 0.49, atom 17 (H): 0.48, atom 18 (O): -0.95, atom 19 (H): 0.51, atom 20 (H): 0.49, atom 21 (O): -1.01